Formula: C3H2BrNOS
Source: the Open Molecules 2025 dataset
Level of theory: the ωB97M-V functional and the def2-TZVPD basis

Summary:
HOMO (spin up / spin down): -8.378 / -8.379 eV
Structure (SMILES): O=c1cc(Br)s[nH]1
Energy above the lowest of the compared OMol25 structures with the same formula, charge and spin: 2.495 eV
Orbital gap (spin up / spin down): 0.279 / 0.279 Ha

ORCA input file:
```
! wB97M-V def2-TZVPD RIJCOSX def2/J DEFGRID3
* xyz 0 1
O -1.72 -0.41 0.10
C -0.54 -0.13 0.05
C 0.59 -0.94 0.01
C 2.04 0.21 -0.04
Br 3.80 -0.27 0.01
S 1.40 1.75 0.00
N -0.17 1.25 0.05
H 0.77 -1.98 -0.06
H -0.91 1.94 0.05
*
```

=====

Formula: C39H34AlBGeN7O2S3
Source: the Open Molecules 2025 dataset
Level of theory: the ωB97M-V functional and the def2-TZVPD basis

Summary:
HOMO (spin up / spin down): -12.134 / -12.168 eV
Energy above the lowest of the compared OMol25 structures with the same formula, charge and spin: 1.068 eV
Orbital gap (spin up / spin down): 0.178 / 0.171 Ha

ORCA input file:
```
! wB97M-V def2-TZVPD RIJCOSX def2/J DEFGRID3
* xyz 2 2
Al -18.96 2.78 4.01
C -14.81 7.41 5.46
N -15.87 6.46 5.39
C -15.81 5.13 5.76
C -17.09 4.52 5.36
N -17.91 5.75 5.09
C -17.06 6.75 4.76
S -17.31 7.89 3.63
C -19.29 5.71 5.01
C -20.12 6.85 5.19
C -21.52 6.76 5.17
C -22.07 5.49 4.89
C -21.23 4.44 4.65
N -19.87 4.52 4.68
H -13.84 6.98 5.47
H -14.99 8.08 6.32
H -14.94 8.10 4.58
H -14.92 4.72 6.25
H -17.53 3.96 6.20
H -19.55 7.78 5.44
H -22.12 7.64 5.28
H -23.10 5.27 4.75
H -21.63 3.45 4.42
N -17.00 -0.14 4.58
C -17.66 0.06 3.43
N -18.51 1.08 3.18
C -19.17 0.91 1.95
C -18.93 -0.26 1.28
S -17.82 -1.19 2.18
C -19.89 2.13 1.55
C -20.94 2.41 0.70
S -21.28 4.11 0.53
C -19.88 4.37 1.54
N -19.40 3.29 2.17
N -19.28 5.56 1.47
H -16.52 -1.02 4.76
H -17.17 0.51 5.36
H -19.29 -0.64 0.31
H -21.66 1.70 0.32
H -18.28 5.67 1.77
H -19.47 6.07 0.64
C -22.45 -2.45 3.29
C -23.23 -1.35 3.69
C -22.91 -0.49 4.68
C -21.59 -0.52 5.14
C -20.80 -1.66 4.89
C -21.21 -2.56 3.92
Ge -20.61 1.06 5.78
C -21.92 2.03 6.97
C -21.53 2.33 8.30
C -22.48 2.89 9.16
C -23.78 3.28 8.70
C -24.09 3.10 7.38
C -23.18 2.47 6.51
C -19.54 0.12 7.26
C -20.01 -0.96 8.01
C -19.17 -1.53 9.00
C -17.87 -1.13 9.14
C -17.48 0.03 8.43
C -18.26 0.62 7.47
H -22.74 -3.13 2.49
H -24.14 -1.17 3.10
H -23.56 0.30 5.02
H -19.84 -1.88 5.34
H -20.41 -3.28 3.61
H -20.54 2.14 8.72
H -22.14 3.07 10.22
H -24.60 3.64 9.31
H -25.03 3.37 6.95
H -23.47 2.23 5.47
H -21.05 -1.29 8.00
H -19.66 -2.32 9.63
H -17.13 -1.63 9.80
H -16.45 0.43 8.65
H -17.96 1.52 6.96
O -15.97 2.55 4.20
B -16.98 3.76 4.04
O -16.67 4.28 2.72
C -15.50 3.66 2.31
C -14.89 3.92 1.11
C -13.72 3.24 0.93
C -13.30 2.23 1.84
C -14.08 1.85 2.91
C -15.12 2.65 3.16
H -15.24 4.71 0.48
H -13.11 3.39 0.05
H -12.39 1.71 1.57
H -13.74 0.98 3.45
*
```

=====

Formula: C42H68BrIN4O22S2
Source: the Open Molecules 2025 dataset
Level of theory: the ωB97M-V functional and the def2-TZVPD basis

Summary:
HOMO: -8.632 eV
Structure (SMILES): CCCNc1c(N)c(CCCI)c2c(c1CC(=O)Br)C(=O)N(CCCSC(=S)N1CCOCC1)C2=O.COC(=O)OC.COC(=O)OC.COC(=O)OC.COC(=O)OC.COC(=O)OC.COC(=O)OC
Orbital gap: 0.261 Ha

ORCA input file:
```
! wB97M-V def2-TZVPD RIJCOSX def2/J DEFGRID3
* xyz 0 1
C 6.36 -0.29 -0.61
C 5.43 -1.31 0.30
C 5.13 -2.64 -0.60
N 3.67 -2.98 -0.80
C 2.84 -1.79 -1.23
C 3.23 -0.81 -2.52
N 4.49 -1.06 -3.38
C 2.30 0.47 -3.01
C 2.62 1.46 -4.28
C 3.87 2.50 -3.96
C 3.92 2.92 -2.35
I 5.00 4.81 -2.09
C 0.93 0.75 -2.15
C 0.54 -0.22 -0.89
C 1.44 -1.49 -0.39
C 0.88 -2.37 0.88
C 1.37 -1.70 2.30
O 2.67 -1.50 2.64
Br 0.02 -1.12 3.70
C -0.89 0.39 -0.39
O -1.42 0.30 0.84
N -1.43 1.10 -1.65
C -1.97 0.04 -2.61
C -3.58 0.18 -2.92
C -4.44 -1.22 -2.60
S -4.25 -1.81 -0.83
C -5.91 -2.07 0.01
S -6.85 -3.40 -0.55
N -6.48 -1.17 1.13
C -5.51 -1.08 2.27
C -5.31 0.38 2.97
O -6.21 1.44 2.50
C -5.98 1.44 1.01
C -6.77 0.13 0.45
C -0.26 1.86 -2.31
O -0.28 3.09 -2.83
H 6.96 0.39 0.13
H 5.73 0.30 -1.41
H 7.17 -0.98 -1.16
H 6.13 -1.64 1.22
H 4.49 -0.80 0.78
H 5.70 -2.64 -1.65
H 5.61 -3.56 0.00
H 3.35 -3.41 0.09
H 4.52 -2.12 -3.43
H 4.31 -0.77 -4.38
H 1.66 2.13 -4.48
H 2.93 0.86 -5.24
H 4.90 2.00 -4.22
H 3.76 3.47 -4.61
H 2.84 3.08 -1.94
H 4.43 2.01 -1.78
H -0.30 -2.32 0.83
H 1.16 -3.53 0.79
H -1.39 0.10 -3.65
H -1.79 -1.05 -2.19
H -4.10 1.12 -2.45
H -3.67 0.32 -4.10
H -4.02 -2.10 -3.30
H -5.58 -1.12 -2.87
H -4.42 -1.50 2.03
H -5.92 -1.81 3.12
H -4.20 0.73 2.71
H -5.31 0.24 4.15
H -4.85 1.43 0.72
H -6.55 2.40 0.58
H -7.94 0.35 0.61
H -6.66 0.05 -0.74
C 0.72 -8.58 0.62
O 1.92 -8.15 -0.01
C 1.76 -7.13 -0.89
O 0.70 -6.59 -1.17
O 2.97 -6.82 -1.41
C 2.95 -5.76 -2.36
H 0.97 -9.39 1.31
H 0.27 -7.77 1.20
H 0.01 -8.96 -0.12
H 2.59 -4.83 -1.90
H 2.33 -6.03 -3.22
H 3.97 -5.59 -2.71
C -10.16 -1.50 -0.91
O -10.58 -0.14 -0.79
C -11.44 0.26 -1.76
O -11.85 -0.43 -2.68
O -11.76 1.56 -1.54
C -12.66 2.12 -2.49
H -9.48 -1.71 -0.08
H -11.01 -2.18 -0.83
H -9.62 -1.66 -1.85
H -13.62 1.58 -2.47
H -12.22 2.10 -3.49
H -12.85 3.16 -2.21
C 1.62 2.38 9.77
O 2.05 1.63 8.64
C 1.48 2.01 7.47
O 0.66 2.90 7.33
O 1.97 1.22 6.48
C 1.46 1.51 5.19
H 2.14 2.00 10.65
H 1.88 3.44 9.66
H 0.54 2.26 9.93
H 1.71 2.53 4.89
H 0.37 1.35 5.16
H 1.92 0.82 4.48
C -2.05 5.80 -9.00
O -2.30 5.69 -7.60
C -1.21 5.34 -6.87
O -0.09 5.12 -7.31
O -1.58 5.27 -5.57
C -0.53 4.90 -4.68
H -2.99 6.09 -9.49
H -1.31 6.58 -9.21
H -1.73 4.84 -9.42
H 0.28 5.64 -4.71
H -0.15 3.90 -4.92
H -0.94 4.88 -3.67
C 8.89 -7.30 3.72
O 7.51 -6.98 3.87
C 7.19 -5.70 3.54
O 7.97 -4.85 3.16
O 5.85 -5.54 3.72
C 5.37 -4.23 3.42
H 9.03 -8.34 4.01
H 9.21 -7.18 2.68
H 9.50 -6.68 4.39
H 5.55 -3.99 2.36
H 5.84 -3.49 4.07
H 4.29 -4.22 3.60
C 3.00 7.63 1.53
O 2.13 6.70 2.17
C 2.39 6.50 3.48
O 3.28 7.03 4.13
O 1.49 5.60 3.96
C 1.65 5.29 5.34
H 2.70 7.72 0.48
H 2.92 8.62 1.99
H 4.04 7.27 1.57
H 1.51 6.19 5.96
H 2.63 4.84 5.53
H 0.87 4.56 5.61
*
```